# 1
Here is a single C5H8N2 molecule in a non-equilibrium geometry from the OMol25 dataset. Energies are from wB97M-V/def2-TZVPD.

Structure (XYZ):
```
15
Properties=species:S:1:pos:R:3:forces:R:3
C 1.518188 -0.664585 0.555508 0.00 0.53 -2.34
C 1.124321 0.254553 -0.671023 -3.03 -0.87 3.04
C -0.199119 1.086948 -0.498131 1.11 -1.05 -0.10
C -1.264449 0.701779 0.566333 0.28 -1.44 0.12
C -1.734060 -0.732101 -0.080593 3.56 2.88 -0.85
N -0.868675 -1.071849 -0.979986 -2.56 -1.42 0.95
N -0.130047 -0.036656 -1.427140 1.85 0.72 -0.70
H 2.015511 -0.014065 1.300614 -0.92 -0.50 0.14
H 0.621129 -1.324022 0.816204 1.72 0.98 0.16
H 2.362736 -1.224110 0.113967 -0.55 -0.54 0.57
H 1.940819 0.639217 -1.216939 0.52 0.49 -0.73
H -0.134338 1.969502 -1.113064 -0.77 0.73 0.68
H -2.009122 1.498447 0.744450 0.25 -0.59 -0.22
H -0.844821 0.352779 1.581580 -0.42 0.93 -1.36
H -2.398076 -1.435834 0.308221 -1.06 -0.86 0.64
```
Positions in Å, forces in eV/Å.

Output
* relative energy (zero: lowest compared OMol25 entry of this formula, charge and spin): 80.1 kcal/mol
* HOMO energy: -8.522 eV
* calculated total energy: -8291.521 eV
* gap between HOMO and LUMO: 9.57 eV

# 2
Here is a single C5H8N2 molecule in a non-equilibrium geometry from the OMol25 dataset. Energies are from wB97M-V/def2-TZVPD.

Structure (XYZ):
```
15
Properties=species:S:1:pos:R:3:forces:R:3
C -1.075053 -1.119286 -0.055262 0.73 -0.26 0.12
C -0.287857 0.161880 0.088902 -0.49 0.98 0.78
C -0.070830 0.964705 -1.131228 0.28 -0.02 -0.41
C -0.169407 0.768539 1.380800 -1.43 -0.47 -0.85
C 1.012482 -0.071127 1.212478 0.46 0.39 0.76
N -0.473359 0.562852 -2.263786 -0.01 -0.03 0.06
N 1.819360 -1.063106 1.304711 0.09 -0.01 -0.74
H -0.238401 1.213742 -3.012046 -0.01 0.05 0.13
H 1.592409 -1.778603 0.614148 -0.17 -0.21 0.32
H 0.481141 1.903463 -0.980775 -0.07 -0.06 -0.02
H -0.219197 1.819206 1.645356 0.29 -0.06 0.01
H 1.453347 0.948719 1.508087 0.34 -0.42 -0.20
H -1.174078 -1.623946 0.905397 -0.02 0.06 0.01
H -0.584197 -1.786875 -0.765702 -0.06 -0.06 -0.02
H -2.066360 -0.900162 -0.451080 0.07 0.12 0.04
```
Positions in Å, forces in eV/Å.

Output
* relative energy (zero: lowest compared OMol25 entry of this formula, charge and spin): 129.5 kcal/mol
* HOMO energy (spin up / spin down): -8.648 / -8.648 eV
* calculated total energy: -8289.383 eV
* gap between HOMO and LUMO (spin up / spin down): 8.38 / 8.38 eV

# 3
Here is a 2-piece molecular cluster, C5H8N2 overall in a non-equilibrium geometry from the OMol25 dataset. Energies are from wB97M-V/def2-TZVPD.

Structure (XYZ):
```
15
Properties=species:S:1:pos:R:3:forces:R:3
C -0.040295 2.572880 0.412582 -0.90 2.18 0.81
C -0.269329 1.591128 -0.658144 0.69 2.27 -0.60
N -0.485813 0.397270 -0.397450 -0.72 -1.93 -0.36
C -0.661702 -0.197207 0.804239 -0.66 1.75 -1.28
N -1.094934 -0.770338 1.696891 0.02 -0.30 1.06
H -0.653965 2.343048 1.307030 0.23 0.04 -0.52
H -0.250938 3.641264 0.117880 0.11 -1.15 0.11
H 0.979461 2.576787 0.759276 0.62 -0.19 -0.03
H -0.192240 1.992898 -1.738157 -0.24 -1.17 1.55
C 0.674661 -2.637157 0.175038 0.46 3.72 -0.90
C 0.305191 -2.092735 -0.992208 -0.62 -4.61 0.07
H 1.096293 -1.949620 0.901015 0.50 -0.30 0.07
H 0.424697 -3.550441 0.578014 -0.58 -2.12 0.21
H 0.434444 -1.114013 -1.321325 0.57 0.85 -0.38
H -0.265531 -2.803758 -1.644681 0.53 0.96 0.18
```
Positions in Å, forces in eV/Å.

Output
* relative energy (zero: lowest compared OMol25 entry of this formula, charge and spin): 75.8 kcal/mol
* HOMO energy: -9.509 eV
* calculated total energy: -8291.711 eV
* gap between HOMO and LUMO: 9.61 eV

# 4
Here is a single C5H8N2 molecule from the OMol25 dataset. Energies are from wB97M-V/def2-TZVPD.

Structure (XYZ):
```
15
Properties=species:S:1:pos:R:3:forces:R:3
C -1.094493 -2.567261 1.128736 -0.07 0.00 0.09
C -0.095352 -2.095373 0.104020 0.19 0.15 0.00
C 0.711971 -1.079914 0.255921 0.10 0.08 -0.03
N 1.542379 -0.175268 0.392076 -0.38 -0.45 -0.03
C 1.241633 1.125688 -0.093358 -0.31 0.21 -0.17
N 0.096634 1.466564 -0.497336 0.46 -0.12 0.16
C -0.059532 2.802987 -1.023352 -0.05 0.19 -0.07
H -0.760965 -3.507155 1.583807 -0.07 0.13 -0.06
H -1.230312 -1.833414 1.927383 0.04 -0.09 -0.13
H -2.068649 -2.750113 0.664226 0.14 0.06 0.06
H -0.014716 -2.632621 -0.838061 0.07 0.03 0.12
H 2.115506 1.788053 -0.086425 -0.15 -0.07 -0.03
H -0.816500 3.336037 -0.439037 0.10 -0.07 -0.08
H 0.869598 3.394398 -1.029971 -0.12 -0.11 0.03
H -0.437203 2.727393 -2.048628 0.05 0.05 0.14
```
Positions in Å, forces in eV/Å.

Output
* relative energy (zero: lowest compared OMol25 entry of this formula, charge and spin): 49.0 kcal/mol
* HOMO energy: -8.783 eV
* calculated total energy: -8292.873 eV
* gap between HOMO and LUMO: 9.43 eV

# 5
Here is C5H8N2 as an isolated structure in a non-equilibrium geometry from the OMol25 dataset. Energies are from wB97M-V/def2-TZVPD.

Structure (XYZ):
```
15
Properties=species:S:1:pos:R:3:forces:R:3
C -1.967186 0.167907 0.090994 -0.03 0.11 0.05
C -0.598314 -0.287904 -0.329227 -0.05 0.39 -0.22
C 0.555558 0.639121 -0.651961 1.00 0.07 0.33
C -0.084772 2.578877 -0.817864 0.60 0.04 0.26
N 0.985058 2.215228 -0.410081 -1.62 -0.78 -0.60
N 0.518620 -0.075857 0.560808 0.14 -0.19 -0.13
C 1.522095 -1.104328 0.785237 0.06 -0.15 0.02
H -1.896538 1.115731 0.630904 -0.04 -0.16 -0.07
H -2.604851 0.313234 -0.788606 0.12 -0.03 0.16
H -2.436527 -0.576225 0.742835 0.07 0.08 -0.09
H -0.574165 -1.218582 -0.926819 0.05 0.47 0.14
H 1.220626 0.336457 -1.457115 -0.10 -0.02 0.17
H 1.712113 -1.721181 -0.110925 -0.08 0.14 0.15
H 1.188666 -1.759250 1.596037 0.07 0.11 -0.13
H 2.459620 -0.623230 1.085778 -0.20 -0.09 -0.05
```
Positions in Å, forces in eV/Å.

Output
* relative energy (zero: lowest compared OMol25 entry of this formula, charge and spin): 88.4 kcal/mol
* HOMO energy: -9.989 eV
* calculated total energy: -8291.163 eV
* gap between HOMO and LUMO: 10.94 eV

# 6
Here is a single C5H8N2 molecule from the OMol25 dataset. Energies are from wB97M-V/def2-TZVPD.

Structure (XYZ):
```
15
Properties=species:S:1:pos:R:3:forces:R:3
C -1.919389 0.102776 0.502469 -0.09 0.04 0.18
C -1.037415 -0.376859 -0.663489 -0.11 -0.08 -0.09
N 0.369703 -0.090620 -0.443532 0.11 0.13 0.08
C 1.251577 -0.869254 0.269365 0.00 0.02 0.04
C 2.339760 -0.075816 0.504128 0.11 -0.10 0.04
N 2.154068 1.171156 -0.040282 -0.14 -0.11 -0.07
C 0.965089 1.122954 -0.588552 -0.09 0.10 -0.05
H -2.520464 0.981594 0.244067 0.16 -0.17 -0.02
H -2.605294 -0.685611 0.834892 0.13 0.19 -0.09
H -1.283027 0.379765 1.351021 -0.16 -0.11 -0.13
H -1.332688 0.091023 -1.608158 0.04 -0.10 0.15
H -1.131897 -1.458157 -0.791935 0.04 0.14 -0.04
H 1.027667 -1.897637 0.513080 0.04 0.15 0.03
H 3.251029 -0.327871 1.030307 -0.14 0.00 -0.12
H 0.471276 1.932556 -1.113378 0.10 -0.09 0.09
```
Positions in Å, forces in eV/Å.

Output
* relative energy (zero: lowest compared OMol25 entry of this formula, charge and spin): 6.1 kcal/mol
* HOMO energy: -8.764 eV
* calculated total energy: -8294.733 eV
* gap between HOMO and LUMO: 9.71 eV

# 7
Here is a 2-piece molecular cluster, C5H8N2 overall from the OMol25 dataset. Energies are from wB97M-V/def2-TZVPD.

Structure (XYZ):
```
15
Properties=species:S:1:pos:R:3:forces:R:3
C 2.718305 -0.788702 -0.278361 -0.28 0.07 -0.34
N 1.126303 0.031230 0.637452 0.20 0.01 -0.03
C 0.794549 1.273445 0.132854 -0.01 -0.01 -0.06
C -0.516924 1.224247 -0.204421 0.11 0.04 0.02
C -0.950080 -0.094824 0.170937 0.01 -0.09 0.05
C -2.323278 -0.671285 0.021797 0.00 -0.03 0.02
N 0.029580 -0.788057 0.694379 -0.22 0.06 -0.11
H 2.754074 -0.030152 -1.089596 -0.07 -0.19 0.16
H 2.083780 -1.594193 -0.696327 0.19 0.12 0.06
H 1.882165 -0.150921 1.293407 -0.14 0.10 0.15
H 1.548594 2.041710 0.034057 -0.14 -0.08 0.03
H -1.111916 1.999434 -0.666372 0.11 -0.11 0.05
H -2.630380 -0.688789 -1.029413 0.08 0.01 0.14
H -3.058425 -0.071300 0.569514 0.13 -0.07 -0.08
H -2.346344 -1.691842 0.410099 0.03 0.15 -0.05
```
Positions in Å, forces in eV/Å.

Output
* relative energy (zero: lowest compared OMol25 entry of this formula, charge and spin): 110.3 kcal/mol
* HOMO energy: -8.532 eV
* calculated total energy: -8290.214 eV
* gap between HOMO and LUMO: 8.92 eV

# 8
Here is a single C5H8N2 molecule in a non-equilibrium geometry from the OMol25 dataset. Energies are from wB97M-V/def2-TZVPD.

Structure (XYZ):
```
15
Properties=species:S:1:pos:R:3:forces:R:3
C -1.705566 -0.005205 0.813693 -0.06 0.02 -0.11
C -0.832882 -0.916272 0.009837 -0.02 0.25 0.14
N -0.061236 0.305903 -1.544083 -0.11 -0.04 -0.10
C 0.487199 -0.287343 -0.299229 0.09 -0.06 0.06
C 1.171620 0.739500 0.603199 -0.03 0.05 0.08
C 1.480225 -1.308404 -0.698704 0.68 -0.68 -0.30
N 2.271558 -2.085114 -1.026224 -0.74 0.75 0.35
H -1.495424 -0.335968 1.846545 0.02 -0.04 -0.11
H -1.512340 1.078678 0.794720 0.01 -0.17 -0.03
H -2.770642 -0.192075 0.650581 0.17 -0.03 0.02
H -1.021130 0.629563 -1.461972 0.16 0.14 0.07
H 0.007956 -0.325769 -2.332523 -0.08 -0.05 0.09
H 0.523696 1.596702 0.795150 0.06 -0.13 -0.05
H 1.435128 0.273962 1.558921 -0.03 0.07 -0.14
H 2.087000 1.102923 0.128947 -0.13 -0.06 0.03
```
Positions in Å, forces in eV/Å.

Output
* relative energy (zero: lowest compared OMol25 entry of this formula, charge and spin): 93.6 kcal/mol
* HOMO energy: -8.854 eV
* calculated total energy: -8290.936 eV
* gap between HOMO and LUMO: 9.06 eV

# 9
Here is a single C5H8N2 molecule from the OMol25 dataset. Energies are from wB97M-V/def2-TZVPD.

Structure (XYZ):
```
15
Properties=species:S:1:pos:R:3:forces:R:3
C -2.067400 -0.413201 -0.271509 -0.43 0.05 -0.01
C -1.014061 0.402889 0.443374 0.20 -0.14 -0.29
C -0.400276 1.530489 -0.055641 -0.06 -0.08 -0.08
N 0.963779 1.280874 -0.109206 0.17 -0.07 0.01
C 1.194003 -0.001808 0.337761 -0.06 0.03 0.07
N 2.241030 -0.801275 -0.137999 0.34 0.01 0.26
C 0.033545 -0.467371 0.870978 0.20 -0.19 -0.16
H -1.469613 -0.940211 -1.035058 -0.48 0.11 0.04
H -2.501990 -1.205320 0.345311 -0.19 0.30 0.06
H -2.829523 0.147830 -0.806391 -0.21 0.10 0.23
H -0.780510 2.489790 -0.387446 -0.06 -0.36 -0.19
H 1.595215 1.800378 -0.695049 0.02 0.00 0.20
H 3.175574 -0.600193 0.179953 0.12 0.09 0.19
H 2.003588 -1.770925 0.035391 0.28 0.16 -0.06
H -0.143360 -1.451950 1.285525 0.16 -0.02 -0.26
```
Positions in Å, forces in eV/Å.

Output
* relative energy (zero: lowest compared OMol25 entry of this formula, charge and spin): 39.6 kcal/mol
* HOMO energy: -7.397 eV
* calculated total energy: -8293.280 eV
* gap between HOMO and LUMO: 8.39 eV

# 10
Here is a single C5H8N2 molecule in a non-equilibrium geometry from the OMol25 dataset. Energies are from wB97M-V/def2-TZVPD.

Structure (XYZ):
```
15
Properties=species:S:1:pos:R:3:forces:R:3
C 2.583856 0.089258 -0.748252 0.12 0.07 0.01
N 1.361048 -0.440785 -0.193195 0.06 0.06 -0.15
C 0.334080 0.321768 -0.173149 -0.63 0.14 -0.06
C -0.970701 -0.170383 0.201575 1.10 0.94 -1.35
C -2.150286 0.742390 0.376173 -0.07 -0.16 -0.19
C -0.993030 -1.559937 0.533836 -0.61 0.69 1.74
N -0.504708 -2.665331 0.422857 0.08 -0.46 -0.45
H 2.896078 -0.554257 -1.578511 -0.03 0.09 0.13
H 3.375070 0.040718 0.008772 -0.10 -0.01 -0.12
H 2.498960 1.124756 -1.114654 -0.01 -0.14 0.07
H 0.376741 1.373764 -0.495730 0.07 -0.07 0.11
H -3.057006 0.179594 0.617679 0.16 0.07 -0.03
H -2.333321 1.269477 -0.568482 0.00 -0.05 0.15
H -2.006836 1.508381 1.148750 0.09 -0.17 -0.09
H -1.409945 -1.259411 1.562329 -0.23 -1.04 0.24
```
Positions in Å, forces in eV/Å.

Output
* relative energy (zero: lowest compared OMol25 entry of this formula, charge and spin): 104.9 kcal/mol
* HOMO energy (spin up / spin down): -8.866 / -8.114 eV
* calculated total energy: -8290.448 eV
* gap between HOMO and LUMO (spin up / spin down): 7.97 / 7.83 eV

# 11
Here is a 2-piece molecular cluster, C5H8N2 overall in a non-equilibrium geometry from the OMol25 dataset. Energies are from wB97M-V/def2-TZVPD.

Structure (XYZ):
```
15
Properties=species:S:1:pos:R:3:forces:R:3
C 1.994299 -0.603011 0.994134 -4.01 -0.92 1.78
C 0.964756 -0.600539 -0.089310 1.83 -1.07 -0.16
C -0.112892 0.814510 0.952414 -2.80 -0.65 -2.64
C -0.481822 -0.452427 0.198425 -3.73 -3.77 3.43
C -1.505173 -0.403170 -0.918978 -0.22 1.21 1.04
N 1.433705 0.499825 -0.839844 0.97 0.71 -3.36
N 1.321475 0.725951 0.557925 0.62 2.36 0.62
H 2.958291 -0.470435 0.699769 2.56 0.20 -1.48
H -0.902288 1.539731 0.579420 2.05 0.52 0.45
H -0.099968 0.720344 1.956832 -0.31 -0.20 3.23
H -1.129877 -1.632130 1.048318 2.42 3.45 -1.93
H -2.272413 0.413476 -0.913469 0.71 -0.55 0.63
H -1.999772 -1.328092 -0.937243 -0.81 -1.06 -0.41
H -0.987118 -0.266540 -1.806795 0.88 0.15 -2.13
H 0.818796 1.042507 -1.481597 -0.14 -0.37 0.94
```
Positions in Å, forces in eV/Å.

Output
* relative energy (zero: lowest compared OMol25 entry of this formula, charge and spin): 223.9 kcal/mol
* HOMO energy: -7.802 eV
* calculated total energy: -8285.287 eV
* gap between HOMO and LUMO: 8.56 eV

# 12
Here is a single C5H8N2 molecule from the OMol25 dataset. Energies are from wB97M-V/def2-TZVPD.

Structure (XYZ):
```
15
Properties=species:S:1:pos:R:3:forces:R:3
C -2.458438 -0.319672 -0.189194 -0.04 0.01 -0.04
C -0.999298 -0.245125 0.147146 0.17 0.03 0.07
C -0.378621 -0.330137 1.415592 -0.10 0.00 0.05
N 0.931763 -0.129447 1.350045 -0.19 0.02 -0.16
N 1.179814 0.070060 0.049871 -0.07 0.03 -0.10
C 2.490086 0.500310 -0.384069 0.07 -0.01 -0.03
C 0.055662 0.008533 -0.703595 -0.03 0.03 0.05
H -3.009486 -0.899287 0.554774 0.07 0.03 -0.06
H -2.627078 -0.782232 -1.166424 0.05 0.03 0.13
H -2.904068 0.681278 -0.221481 0.04 -0.14 0.02
H -0.838094 -0.530718 2.377075 0.06 0.03 -0.18
H 2.808454 -0.067842 -1.261199 -0.04 0.05 0.10
H 3.183410 0.328167 0.436841 -0.05 -0.01 -0.08
H 2.477913 1.566488 -0.628375 0.05 -0.11 0.03
H 0.087979 0.149624 -1.777007 0.00 0.01 0.18
```
Positions in Å, forces in eV/Å.

Output
* relative energy (zero: lowest compared OMol25 entry of this formula, charge and spin): 13.2 kcal/mol
* HOMO energy: -8.854 eV
* calculated total energy: -8294.422 eV
* gap between HOMO and LUMO: 9.85 eV